Record 1
The following is a quantum chemistry calculation of a single C15H11F2NO3 molecule, from the Open Molecules 2025 dataset.

The calculation puts the total energy at -28801.81770 eV. The value obtained for the LUMO energy is 0.5 eV. The gap between HOMO and LUMO comes out at 0.350 hartree.

Geometry (Å):
O -1.629 -1.906 -3.064
C -0.889 -1.589 -2.157
N -1.037 -2.086 -0.894
C -0.322 -1.567 0.240
C -0.951 -0.299 0.812
C -1.798 0.514 0.076
C -2.288 1.694 0.613
C -1.938 2.065 1.897
C -1.097 1.262 2.653
C -0.600 0.090 2.108
O 0.231 -0.776 2.805
C 0.965 -0.291 3.825
F 1.963 -1.151 4.061
F 0.253 -0.225 4.982
O 1.028 -1.302 -0.083
C 1.218 -0.634 -1.258
C 2.390 0.094 -1.426
C 2.614 0.766 -2.613
C 1.682 0.721 -3.640
C 0.528 -0.021 -3.485
C 0.288 -0.705 -2.298
H -1.811 -2.711 -0.729
H -0.282 -2.331 1.026
H -2.083 0.226 -0.924
H -2.945 2.316 0.027
H -2.321 2.979 2.324
H -0.854 1.547 3.664
H 1.395 0.714 3.648
H 3.108 0.117 -0.621
H 3.525 1.333 -2.737
H 1.865 1.254 -4.560
H -0.205 -0.100 -4.274

Atoms 1-3, force components in eV/Å:
-0.1 0.1 -0.2
0.0 -0.2 0.1
0.1 -0.2 0.2

=====

Record 2
The following is a quantum chemistry calculation of a molecular structure, C15H11F5N6O4RuS3, from the Open Molecules 2025 dataset.

The calculation puts the total energy at -81542.26895 eV. The value obtained for the LUMO energy (alpha / beta) is -2.4 / -3.0 eV. For the energy relative to the best compared isomer or geometry (same formula, charge and spin), the calculation gives 0.0 kJ/mol. The gap between HOMO and LUMO (alpha / beta) comes out at 0.241 / 0.238 hartree.

Geometry (Å):
Ru 0.081 -0.335 -0.809
S 1.869 -1.549 -1.249
C 2.309 -1.305 -2.861
C 3.418 -2.048 -3.372
N 4.325 -2.637 -3.762
C 1.580 -0.425 -3.667
S 0.198 0.346 -3.120
C 2.013 -0.168 -5.011
N 2.351 0.050 -6.087
C 2.518 2.536 -0.989
C 1.151 2.649 -0.423
N 0.239 1.693 -0.365
C -0.891 2.223 0.206
C -0.661 3.526 0.512
N 0.628 3.769 0.113
C -1.475 4.604 1.128
O -2.691 4.278 1.511
O -0.997 5.704 1.251
C -2.081 1.347 0.304
O -3.109 1.735 0.850
O -1.899 0.199 -0.242
H 2.717 1.500 -1.249
H 3.265 2.863 -0.266
H 2.609 3.147 -1.888
H 1.064 4.676 0.192
H -2.920 3.325 1.304
S -1.122 -2.327 -1.478
C -1.670 -2.903 0.058
N -1.382 -4.090 0.566
C -1.902 -4.240 1.926
C -2.546 -2.856 2.180
N -2.456 -2.214 0.867
H -0.757 -4.725 0.102
H -1.090 -4.444 2.621
H -2.628 -5.050 1.973
H -1.990 -2.274 2.914
H -3.583 -2.938 2.497
H -2.523 -1.208 0.711
F -0.648 -0.239 2.039
C 0.386 -0.693 1.238
F 0.483 -2.037 1.570
C 1.654 -0.033 1.898
F 1.334 1.131 2.481
F 2.616 0.250 0.998
F 2.211 -0.815 2.824

Atoms 1-3, force components in eV/Å:
-0.1 -0.7 -0.3
0.3 0.7 0.1
-0.2 -0.1 0.0

=====

Record 3
The following is a quantum chemistry calculation of a molecular structure, C15H11N4O7S2Ti, from the Open Molecules 2025 dataset.

Its expectation value of S² is 0.76. Its multiplicity is 2. The calculation puts the total energy at -80814.73634 eV. The value obtained for the LUMO energy (alpha / beta) is 4.8 / 4.3 eV. For the energy relative to the best compared isomer or geometry (same formula, charge and spin), the calculation gives 121.3 kJ/mol. The gap between HOMO and LUMO (alpha / beta) comes out at 0.231 / 0.236 hartree. The net charge is -2.

Geometry (Å):
Ti -0.269 -0.116 -1.054
N -1.506 0.193 3.801
C -0.764 -0.505 2.861
S -0.885 -2.203 2.816
N 0.042 0.230 2.142
N 0.657 -0.219 1.014
C 1.949 -0.146 1.067
C 2.819 -0.672 0.064
C 4.197 -0.459 0.151
C 5.070 -1.043 -0.739
C 4.552 -1.883 -1.734
C 3.204 -2.123 -1.841
C 2.269 -1.504 -0.968
O 1.010 -1.708 -1.062
H -2.338 -0.294 4.082
H -1.643 1.164 3.538
H 2.401 0.255 1.975
H 4.567 0.199 0.932
H 6.135 -0.853 -0.679
H 5.235 -2.342 -2.442
H 2.808 -2.756 -2.625
S -1.041 2.220 1.613
C -2.354 1.319 0.960
C -3.676 1.738 1.200
C -4.723 0.915 0.856
C -4.442 -0.348 0.339
C -3.122 -0.684 0.124
N -2.099 0.136 0.380
H -3.833 2.703 1.660
H -5.746 1.228 1.033
H -5.231 -1.048 0.098
H -2.852 -1.653 -0.272
O 1.817 2.330 -3.257
C 1.024 1.827 -2.487
O 1.271 0.987 -1.537
C -0.505 2.209 -2.489
O -0.969 3.023 -3.263
O -1.122 1.593 -1.537
O -0.455 -0.609 -2.789
O -1.456 -1.098 -1.934

Atoms 1-3, force components in eV/Å:
0.0 0.0 1.7
0.1 0.1 0.0
-0.2 -0.9 0.3

=====

Record 4
The following is a quantum chemistry calculation of a molecular structure, C15H11N7OPtS2, from the Open Molecules 2025 dataset.

The calculation puts the total energy at -53108.01891 eV. The value obtained for the LUMO energy (alpha / beta) is -10.7 / -10.7 eV. The gap between HOMO and LUMO (alpha / beta) comes out at 0.117 / 0.118 hartree. The net charge is +2.

Geometry (Å):
Pt 0.014 -0.342 -0.465
S 1.880 -1.586 0.060
C 2.067 -0.696 1.528
S 0.749 0.140 2.072
C 3.420 -0.464 2.039
C 3.766 0.828 2.109
N 3.992 2.002 2.072
C 4.412 -1.488 1.949
N 5.169 -2.344 1.836
C -4.699 -0.121 -1.309
N -3.741 -1.140 -0.844
C -4.108 -2.425 -0.549
C -3.218 -3.348 -0.132
C -1.849 -2.975 -0.002
N -1.522 -1.711 -0.312
C -2.443 -0.814 -0.710
O -1.975 0.336 -0.946
N -0.916 -3.816 0.401
H -5.702 -0.520 -1.194
H -4.506 0.110 -2.354
H -4.588 0.776 -0.706
H -5.158 -2.650 -0.670
H -3.540 -4.353 0.096
H -1.149 -4.769 0.628
H 0.048 -3.524 0.480
N 4.975 3.568 0.594
C 4.042 2.820 0.882
C 2.819 2.789 0.015
C 2.088 3.935 -0.293
C 0.871 3.778 -0.932
C 0.370 2.501 -1.134
N 1.090 1.401 -0.841
C 2.328 1.557 -0.369
H 2.456 4.916 -0.020
H 0.271 4.634 -1.203
H -0.633 2.336 -1.507
H 2.923 0.660 -0.266

Atoms 1-3, force components in eV/Å:
-0.5 -0.1 -0.7
0.2 0.0 0.2
-0.6 0.0 -0.1

=====

Record 5
The following is a quantum chemistry calculation of a molecular structure, C15H12AsBrN2O2ReS8SbSe, from the Open Molecules 2025 dataset.

The calculation puts the total energy at -314406.09090 eV. The value obtained for the LUMO energy is -1.2 eV. For the energy relative to the best compared isomer or geometry (same formula, charge and spin), the calculation gives 0.0 kJ/mol. The gap between HOMO and LUMO comes out at 0.233 hartree.

Geometry (Å):
Re 0.324 0.942 0.254
S 3.052 6.023 0.646
Sb 2.554 3.938 0.156
S 1.032 1.917 2.270
S -0.040 3.276 1.186
S 2.913 2.766 2.395
S 0.624 -1.184 -0.535
As 2.676 -1.129 -1.399
S 0.456 0.818 -3.242
S 0.081 2.164 -1.736
S 2.423 0.251 -3.160
C -5.186 -0.075 0.470
N -4.218 -0.371 -0.570
C -2.894 -0.127 -0.514
Se -2.040 0.664 0.945
N -2.350 -0.533 -1.668
C -3.328 -1.065 -2.496
C -3.268 -1.616 -3.766
C -4.462 -2.071 -4.299
C -5.665 -1.976 -3.592
C -5.720 -1.423 -2.323
C -4.522 -0.968 -1.793
H -4.787 0.704 1.114
H -5.400 -0.965 1.060
H -6.100 0.287 0.002
H -1.354 -0.481 -1.865
H -2.335 -1.686 -4.309
H -4.464 -2.511 -5.287
H -6.574 -2.347 -4.045
H -6.651 -1.357 -1.776
Br 4.977 -0.124 6.421
C 4.825 -0.143 4.538
C 3.646 -0.584 3.957
C 3.531 -0.562 2.578
C 4.595 -0.128 1.795
C 5.783 0.272 2.390
C 5.898 0.284 3.770
C 4.487 -0.104 0.312
O 5.406 -0.290 -0.440
O 3.217 0.113 -0.131
H 2.829 -0.926 4.577
H 2.612 -0.878 2.100
H 6.609 0.589 1.767
H 6.809 0.617 4.245

Atoms 1-3, force components in eV/Å:
0.0 0.4 0.0
0.0 0.0 0.0
0.0 0.0 -0.1

=====

Record 6
The following is a quantum chemistry calculation of a molecular structure, C15H12Br2N2O4S2, from the Open Molecules 2025 dataset.

The calculation puts the total energy at -188671.40237 eV. The value obtained for the LUMO energy is -0.8 eV. The gap between HOMO and LUMO comes out at 0.314 hartree.

Geometry (Å):
O 0.256 0.305 1.749
O 1.823 0.628 3.550
O 0.905 4.346 0.251
O 1.001 2.099 -0.494
Br 3.643 -2.915 -4.481
Br -6.212 2.969 3.479
N 3.448 -1.589 -1.971
N -4.071 2.263 1.786
C 2.783 -0.401 0.039
C -1.979 1.729 0.610
C 2.937 0.365 1.152
C -1.206 2.826 0.952
C 4.309 -2.088 -2.854
C -5.208 1.827 2.361
C 3.871 -0.972 -0.835
C -3.302 1.395 1.097
C 5.709 -2.067 -2.584
C -5.627 0.527 2.253
C 5.251 -0.939 -0.505
C -3.745 0.046 0.974
C 6.202 -1.497 -1.401
C -4.905 -0.402 1.549
C 1.445 2.682 2.064
S 1.526 0.913 2.148
S 0.574 2.978 0.588
H 1.735 -0.605 -0.301
H -1.521 1.014 -0.033
H 3.915 0.540 1.614
H -1.624 3.625 1.523
H 6.362 -2.473 -3.330
H -6.563 0.226 2.733
H 5.623 -0.469 0.399
H -3.131 -0.671 0.428
H 7.296 -1.412 -1.210
H -5.208 -1.432 1.373
H 0.847 3.070 2.868
H 2.422 3.141 2.041

Atoms 1-3, force components in eV/Å:
1.6 1.0 -0.7
0.8 0.5 -1.2
-0.8 0.3 1.0

=====

| no. | strongest force on any atom (Eh/bohr) |
| --- | --- |
| 1 | 0.0245 |
| 2 | 0.0153 |
| 3 | 0.0340 |
| 4 | 0.0344 |
| 5 | 0.0081 |
| 6 | 0.0966 |